ORCA calculation (the ωB97M-V functional and the def2-TZVPD basis) on 2 unconnected molecules or ions with the total composition C19H25N2O7 in a non-equilibrium geometry.

Geometry as ORCA input:
```
! wB97M-V def2-TZVPD RIJCOSX def2/J DEFGRID3
* xyz -1 1
C -4.76107 0.52979 3.40257
C -3.75036 -0.59373 3.51747
C -3.81734 -1.29500 4.83444
O -2.44457 0.06661 3.26318
C -1.31567 -0.64041 3.25308
N -0.42817 0.08315 2.30627
N 0.60671 -0.49091 2.04132
C 1.71570 -0.51201 2.93436
O 2.47056 -1.44089 2.74085
O 1.74577 0.49406 3.80365
C 3.09284 0.81987 4.42024
C 3.09631 0.39182 5.87106
C 3.37194 2.28817 4.21667
O -1.01452 -1.62405 3.88304
H -5.77117 0.11634 3.45886
H -4.63790 1.24249 4.23284
H -4.68654 1.06526 2.44654
H -3.91064 -1.29612 2.68831
H -4.83287 -1.65919 5.02699
H -3.13078 -2.14352 4.85580
H -3.58086 -0.58514 5.63728
H 3.86780 0.25103 3.88223
H 4.02436 0.73017 6.35569
H 2.24189 0.80864 6.42766
H 3.06112 -0.70435 5.94197
H 4.39629 2.51295 4.54730
H 3.28151 2.57366 3.16362
H 2.67991 2.90732 4.79805
C 2.45019 0.40988 -3.33438
C 2.36857 0.53275 -1.82554
O 1.06330 1.12224 -1.54434
C 0.80968 1.46404 -0.22722
C -0.50939 2.06736 -0.15954
C -0.94090 2.95747 0.86502
C -2.11900 3.88563 0.55591
C -2.41990 4.26039 -0.75681
C -3.46984 5.13814 -1.03631
C -4.21670 5.68157 0.01103
C -3.90668 5.34751 1.33675
C -2.86512 4.46108 1.60490
O -0.36697 3.03947 1.96215
O 1.65601 1.26665 0.64206
H 3.29578 -0.21500 -3.63593
H 1.52150 -0.01782 -3.73163
H 2.58368 1.40928 -3.76998
H 2.42822 -0.44180 -1.32352
H 3.19479 1.14784 -1.44065
H -1.13916 1.92482 -1.03091
H -1.83112 3.86034 -1.57927
H -3.69899 5.38427 -2.06920
H -5.05638 6.33417 -0.20984
H -4.48980 5.77610 2.15122
H -2.62426 4.20937 2.63605
*
```

Calculated values
relative energy (zero: lowest compared OMol25 entry of this formula, charge and spin): 32.23 kJ/mol
HOMO-LUMO gap: 5.332 eV


ORCA calculation (the ωB97M-V functional and the def2-TZVPD basis) on a single C19H25N3O3S2 molecule in a non-equilibrium geometry.

Geometry as ORCA input:
```
! wB97M-V def2-TZVPD RIJCOSX def2/J DEFGRID3
* xyz 0 1
C -4.89081 -0.34654 1.54115
N -4.44751 0.70907 0.65618
S -3.43293 0.10218 -0.53561
O -3.16726 1.17659 -1.45346
O -3.92513 -1.12766 -1.06292
N -2.09803 -0.20240 0.39388
C -1.30087 -1.33454 0.11906
C -1.10525 -1.74538 -1.19367
C -0.37059 -2.88730 -1.45745
C 0.19273 -3.61097 -0.41978
C 0.01724 -3.18884 0.88755
C -0.73157 -2.05897 1.16168
H -0.87521 -1.73931 2.18263
H 0.45884 -3.74490 1.70111
H 0.77081 -4.49885 -0.62776
H -0.22538 -3.20095 -2.47963
H -1.53932 -1.17082 -1.99605
C -1.56005 0.90504 1.15130
H -2.36896 1.63233 1.25060
H -1.26054 0.57658 2.15128
C -0.34970 1.60035 0.50355
O 0.61325 1.92823 1.17058
N -0.47735 1.79507 -0.81442
H -1.36562 1.56883 -1.24849
C 0.49602 2.50635 -1.61927
C 1.88583 1.87805 -1.58293
H 2.54408 2.42077 -2.26091
H 2.29685 1.91023 -0.57680
S 1.88936 0.13008 -2.10922
C 2.26342 -0.69839 -0.51459
C 3.59776 -0.29217 0.01275
C 3.69348 0.57541 1.09484
C 4.93549 0.97216 1.56150
C 6.08884 0.50986 0.95262
C 5.99906 -0.35157 -0.12921
C 4.76113 -0.74816 -0.59781
H 4.68506 -1.41035 -1.44826
H 6.89707 -0.71284 -0.60889
H 7.05683 0.82084 1.31755
H 4.99975 1.64725 2.40222
H 2.79455 0.94087 1.57095
H 1.46058 -0.45650 0.17926
H 2.22777 -1.76008 -0.75539
H 0.12132 2.51852 -2.64313
H 0.58738 3.53966 -1.25919
C -5.52080 1.52879 0.13085
H -5.09113 2.19735 -0.61033
H -6.30385 0.92501 -0.33999
H -5.95149 2.11032 0.94583
H -5.38363 0.09836 2.40454
H -4.01458 -0.90231 1.86509
H -5.57696 -1.03435 1.03663
*
```

Calculated values
relative energy (zero: lowest compared OMol25 entry of this formula, charge and spin): 7.48 kJ/mol
HOMO-LUMO gap: 8.743 eV